(1)
Molecular formula: C3H19HgN4O7
Method: DFT, ωB97M-V with the def2-TZVPD basis set

The value obtained for the HOMO-LUMO gap (alpha / beta) is 8.29 / 6.49 eV. The net charge is 0. The expectation value of S² is 0.76. Its LUMO energy (alpha / beta) is 0.0 / -2.0 eV. The spin multiplicity is 2.

Positions of all 34 atoms, in Å:
Hg (2.3831, 2.0833, -0.4854)
C (0.2280, -0.7399, -1.0040)
O (1.0604, 0.2582, -1.4295)
H (0.0502, -0.7175, 0.0712)
H (-0.7338, -0.6084, -1.4999)
H (0.6414, -1.7368, -1.1575)
C (0.4984, 1.9340, 2.0728)
O (1.6003, 1.7622, 1.4995)
N (-0.5979, 2.0713, 1.3583)
N (0.3801, 1.9523, 3.3589)
H (-1.4446, 2.1774, 1.8987)
H (-0.6570, 2.0454, 0.3504)
H (-0.5353, 1.9363, 3.7854)
H (1.2411, 1.8292, 3.8722)
C (-3.1711, -0.1166, 2.5093)
O (-3.7103, 0.8923, 2.0830)
N (-2.2513, -0.7317, 1.7958)
N (-3.6828, -0.8581, 3.4305)
H (-2.1604, -1.5794, 2.3374)
H (-2.2056, -0.5414, 0.8050)
H (-3.1649, -1.6892, 3.6777)
H (-4.3020, -0.3913, 4.0775)
O (2.8627, -1.9941, -2.8696)
H (2.6052, -1.1814, -2.4342)
H (3.3780, -1.7093, -3.6242)
O (3.0114, -3.3601, -0.4198)
H (2.6969, -2.9341, -1.2173)
H (2.9693, -2.6772, 0.2496)
O (-0.0539, 2.1077, -3.3579)
H (-0.7383, 1.8627, -3.9806)
H (0.0173, 1.3548, -2.7711)
O (1.0127, -0.4750, -4.5070)
H (1.2730, -0.4808, -3.5859)
H (1.4995, 0.2552, -4.8893)

---

(2)
Molecular formula: C6H14Cl6N4O8
Method: DFT, ωB97M-V with the def2-TZVPD basis set

The value obtained for the HOMO-LUMO gap is 10.51 eV. The net charge is 0. The SMILES is C[N+](=O)[O-].C[N+](=O)[O-].C[N+](=O)[O-].C[N+](=O)[O-].ClC(Cl)Cl.ClC(Cl)Cl. Its LUMO energy is -0.4 eV. The spin multiplicity is 1.

Positions of all 38 atoms, in Å:
C (4.5770, -0.3133, 1.5298)
N (3.1844, 0.1670, 1.1834)
O (3.1139, 1.3119, 0.7706)
O (2.3044, -0.6637, 1.2678)
H (4.9377, -0.6183, 0.5302)
H (4.4759, -1.1018, 2.2698)
H (5.1053, 0.5627, 1.8020)
C (0.1845, 1.7260, -0.6801)
N (0.4978, 1.3909, -2.0623)
O (1.4688, 0.7145, -2.2636)
O (-0.2549, 1.7366, -2.9236)
H (-0.5330, 1.0006, -0.2651)
H (-0.4046, 2.7048, -0.7869)
H (1.1169, 1.8090, -0.0903)
C (-1.2925, -1.8481, 1.7278)
N (-2.3941, -0.9233, 1.3547)
O (-3.1996, -0.7845, 2.2433)
O (-2.4331, -0.3983, 0.2457)
H (-1.7708, -2.7590, 2.1312)
H (-0.6628, -1.3012, 2.4158)
H (-0.6875, -1.9878, 0.8187)
C (-5.3448, 0.3518, -1.8871)
N (-6.0838, -0.9873, -1.9958)
O (-7.2784, -0.9251, -1.9484)
O (-5.3949, -1.9443, -2.0953)
H (-5.2998, 0.7999, -2.8818)
H (-4.3843, 0.2374, -1.4698)
H (-5.9721, 0.9665, -1.2701)
Cl (5.1198, -0.7329, -3.8948)
C (3.4626, -1.1540, -3.4256)
Cl (3.3727, -1.8329, -1.8071)
Cl (2.9405, -2.3616, -4.6036)
H (2.8359, -0.2757, -3.4904)
Cl (1.6553, 0.0160, 4.3522)
C (0.9672, 1.5345, 3.8118)
Cl (1.3272, 2.7120, 5.0260)
Cl (-0.7834, 1.4438, 3.5024)
H (1.5266, 1.7271, 2.8584)

---

(3)
Molecular formula: C45H50CaN5O4S2Sb2
Method: DFT, ωB97M-V with the def2-TZVPD basis set

The value obtained for the HOMO-LUMO gap is 7.69 eV. The net charge is +1. Its LUMO energy is -2.3 eV. The spin multiplicity is 1.

Positions of all 109 atoms, in Å:
Ca (-0.7170, 0.3280, -1.6884)
C (2.6550, -1.2432, 0.3097)
C (2.6439, -1.7801, 1.7293)
C (1.2957, -2.3485, 2.1336)
Sb (-0.0383, -0.7645, 2.8109)
C (1.1288, -0.6826, 4.6298)
C (1.3521, -1.8440, 5.3538)
C (2.2595, -1.8609, 6.3976)
C (2.9519, -0.7092, 6.7347)
C (2.6862, 0.4696, 6.0597)
C (1.7756, 0.4792, 5.0143)
C (-1.4972, -2.0801, 3.7136)
C (-1.8013, -3.3296, 3.2001)
C (-2.7404, -4.1363, 3.8199)
C (-3.3932, -3.6940, 4.9572)
C (-3.1056, -2.4386, 5.4686)
C (-2.1675, -1.6374, 4.8441)
Sb (1.8655, 0.7475, -0.1551)
C (3.7632, 1.7954, -0.1895)
C (3.7486, 3.1493, -0.4942)
C (4.8904, 3.9195, -0.3604)
C (6.0622, 3.3434, 0.0999)
C (6.0794, 1.9999, 0.4252)
C (4.9380, 1.2303, 0.2781)
C (1.4300, 2.0112, 1.5363)
C (2.4056, 2.4699, 2.4031)
C (2.1529, 3.5546, 3.2266)
C (0.9167, 4.1753, 3.2001)
C (-0.0717, 3.7103, 2.3481)
C (0.1927, 2.6391, 1.5154)
H (2.0884, -1.9245, -0.3291)
H (3.6698, -1.2131, -0.0871)
H (2.9547, -1.0104, 2.4452)
H (3.3909, -2.5815, 1.7939)
H (1.4171, -3.0258, 2.9805)
H (0.8602, -2.9024, 1.3029)
H (0.8088, -2.7472, 5.1066)
H (2.4334, -2.7780, 6.9424)
H (3.7023, -0.7390, 7.5119)
H (3.1920, 1.3840, 6.3390)
H (1.5719, 1.4026, 4.4928)
H (-1.2812, -3.6856, 2.3193)
H (-2.9592, -5.1156, 3.4194)
H (-4.1291, -4.3227, 5.4354)
H (-3.6118, -2.0909, 6.3572)
H (-1.9323, -0.6620, 5.2517)
H (2.8287, 3.6256, -0.8156)
H (4.8710, 4.9711, -0.6068)
H (6.9529, 3.9428, 0.2135)
H (6.9766, 1.5422, 0.8116)
H (4.9732, 0.1887, 0.5624)
H (3.3743, 1.9927, 2.4178)
H (2.9202, 3.9121, 3.8966)
H (0.7236, 5.0234, 3.8383)
H (-1.0397, 4.1940, 2.3201)
H (-0.5641, 2.2816, 0.8260)
C (-3.1102, 2.1872, 0.2240)
O (-2.5949, 0.9434, -0.2069)
C (-3.0776, -0.1327, 0.5709)
C (-2.6330, -1.4450, -0.0560)
O (-1.2280, -1.4374, -0.2564)
C (-0.8069, -2.6291, -0.8939)
H (-2.8766, 2.3632, 1.2802)
H (-4.1971, 2.2297, 0.0945)
H (-2.6454, 2.9578, -0.3893)
H (-4.1780, -0.1287, 0.6018)
H (-2.6963, -0.0559, 1.6033)
H (-3.1297, -1.5609, -1.0278)
H (-2.9195, -2.2731, 0.6080)
H (-0.9344, -3.5012, -0.2413)
H (0.2484, -2.5142, -1.1386)
H (-1.3581, -2.8010, -1.8259)
O (-4.6280, -0.1191, -3.6496)
C (-4.3356, -1.0562, -4.5799)
C (-5.3269, -1.4244, -5.4842)
C (-5.0714, -2.3745, -6.4486)
C (-3.8290, -2.9907, -6.5136)
C (-2.8307, -2.6146, -5.6409)
C (-3.0561, -1.6338, -4.6714)
C (-1.9686, -1.1347, -3.8154)
O (-2.2357, -0.3550, -2.8176)
N (-0.7545, -1.4911, -4.1320)
N (0.2325, -0.8288, -3.4560)
C (1.4003, -1.3139, -3.6513)
S (1.6486, -2.8319, -4.5141)
C (3.4236, -2.9259, -4.0722)
C (3.9724, -1.5218, -4.1048)
S (2.8419, -0.4818, -3.1094)
H (-3.8037, -0.0501, -3.1046)
H (-6.2858, -0.9388, -5.4069)
H (-5.8387, -2.6312, -7.1609)
H (-3.6474, -3.7558, -7.2520)
H (-1.8513, -3.0590, -5.7048)
H (3.9196, -3.5685, -4.7964)
H (3.5005, -3.3682, -3.0768)
H (3.9875, -1.1165, -5.1178)
H (4.9603, -1.4491, -3.6559)
N (-3.8761, 4.2120, -3.6132)
C (-2.5912, 3.9683, -3.3030)
C (-2.1581, 2.6732, -2.9349)
N (-0.9179, 2.4376, -2.5565)
C (-0.0588, 3.4623, -2.5638)
C (-0.4840, 4.7328, -2.9291)
N (-1.7310, 4.9902, -3.2807)
H (-4.5023, 3.4430, -3.7786)
H (-4.1303, 5.1254, -3.9499)
H (-2.8426, 1.8378, -2.9479)
H (0.9655, 3.2340, -2.2894)
H (0.1859, 5.5810, -2.9307)

---

(4)
Molecular formula: C5H11NO
Method: DFT, ωB97M-V with the def2-TZVPD basis set

The value obtained for the HOMO-LUMO gap is 9.46 eV. The net charge is 0. The SMILES is CCN(C)CC=O. Its LUMO energy is 0.9 eV. The spin multiplicity is 1.

Positions of all 18 atoms, in Å:
C (1.6286, 0.5587, 1.5017)
C (1.0923, -0.6851, 0.6835)
N (-0.1614, -0.2173, -0.0246)
C (-1.1554, -1.2756, 0.0137)
C (-0.1851, 0.4589, -1.2751)
C (-1.5173, 1.2388, -1.4158)
O (-2.1166, 1.4557, -2.4293)
H (2.4988, 1.0143, 1.0430)
H (1.0228, 1.3465, 1.8717)
H (1.9593, 0.2215, 2.5216)
H (1.8397, -1.0904, -0.0132)
H (0.6940, -1.4412, 1.3574)
H (-0.7681, -2.1482, 0.6323)
H (-1.9055, -1.0092, 0.7653)
H (-1.7001, -1.4219, -1.0396)
H (-0.0227, -0.0638, -2.1808)
H (0.5726, 1.3094, -1.4192)
H (-1.7760, 1.7490, -0.5926)